Record 1
Here is a 2-piece molecular cluster, C4H10N overall from the Open Molecules 2025 dataset. Energies are from ωB97M-V/def2-TZVPD.

ORCA input file:
```
! RIJCOSX wB97M-V def2-TZVPD def2/J DEFGRID3
* xyz 1 1
C -0.40 0.27 1.23
N 0.15 -0.64 0.30
C 0.79 0.07 -0.74
C -0.04 1.37 -0.91
C -1.14 1.28 0.23
H 0.36 0.85 1.83
H -1.10 -0.32 1.89
H 1.07 -4.64 -0.04
H 1.34 -4.78 0.59
H 1.90 0.29 -0.47
H 0.54 -0.45 -1.69
H -0.53 1.42 -1.91
H 0.52 2.36 -0.76
H -1.54 2.20 0.62
H -1.93 0.73 -0.18
*
```

LUMO   -8.88 eV
Relative energy (zero: lowest compared OMol25 entry of this formula, charge and spin)   585.6 kJ/mol
Calculated total energy   -212.69731 Eh



Record 2
Here is C5H7NO in the gas phase from the Open Molecules 2025 dataset. Energies are from ωB97M-V/def2-TZVPD.

ORCA input file:
```
! RIJCOSX wB97M-V def2-TZVPD def2/J DEFGRID3
* xyz 0 1
C 1.64 -0.01 -1.15
C 0.62 -0.16 -0.08
C -0.72 0.06 -0.04
N -1.56 0.28 -1.14
C -1.07 0.14 1.35
C 0.08 -0.07 2.04
O 1.11 -0.29 1.19
H 1.16 0.16 -2.11
H 2.23 0.88 -0.91
H 2.33 -0.85 -1.23
H -2.51 0.48 -0.86
H -1.58 -0.50 -1.79
H -2.03 0.38 1.78
H 0.33 -0.10 3.08
*
```

SMILES   Cc1occc1N
LUMO   1.06 eV
Relative energy (zero: lowest compared OMol25 entry of this formula, charge and spin)   77.1 kJ/mol
Calculated total energy   -324.69510 Eh



Record 3
Here is CH5NO2Si in the gas phase from the Open Molecules 2025 dataset. Energies are from ωB97M-V/def2-TZVPD.

ORCA input file:
```
! RIJCOSX wB97M-V def2-TZVPD def2/J DEFGRID3
* xyz 0 1
C 1.96 -0.60 0.05
N 0.92 0.15 -0.11
O 0.86 1.40 -0.15
O -0.32 -0.51 -0.27
Si -1.82 0.29 -0.04
H 1.87 -1.58 0.20
H 3.00 -0.30 0.22
H -2.46 -0.87 0.32
H -1.82 1.14 1.07
H -2.18 0.89 -1.28
*
```

SMILES   C=[N+]([O-])O[SiH3]
LUMO   0.91 eV
Relative energy (zero: lowest compared OMol25 entry of this formula, charge and spin)   184.3 kJ/mol
Calculated total energy   -535.69622 Eh



Record 4
Here is C19H20N2O4PtSSeTe as an isolated structure from the Open Molecules 2025 dataset. Energies are from ωB97M-V/def2-TZVPD.

ORCA input file:
```
! RIJCOSX wB97M-V def2-TZVPD def2/J DEFGRID3
* xyz -2 1
Pt 0.39 0.63 -0.05
C -1.15 -4.51 -2.19
C -0.10 -3.48 -1.91
C 0.87 -3.68 -0.93
C 1.80 -2.71 -0.62
C 1.77 -1.50 -1.31
C 0.83 -1.29 -2.31
C -0.11 -2.27 -2.60
S 2.89 -0.19 -0.88
O 2.71 0.80 -1.92
O 4.21 -0.77 -0.75
N 2.37 0.45 0.49
C 2.72 -0.22 1.75
C 1.79 -1.37 2.23
O 2.30 -2.10 3.11
O 0.67 -1.47 1.69
H -0.90 -5.47 -1.72
H -1.26 -4.67 -3.27
H -2.12 -4.18 -1.81
H 0.88 -4.61 -0.37
H 2.52 -2.86 0.17
H 0.82 -0.34 -2.84
H -0.87 -2.08 -3.34
H 2.70 0.53 2.54
H 3.73 -0.62 1.68
Se -3.69 -0.28 -2.60
C -2.31 0.23 -1.60
N -1.41 0.57 -0.95
C -0.26 7.99 -1.46
C -0.19 6.69 -0.71
C 0.94 5.89 -0.74
C 1.02 4.69 -0.03
C 2.28 3.87 -0.14
C -0.08 4.26 0.73
Te 0.01 2.44 1.84
C -1.24 5.06 0.76
C -2.47 4.64 1.52
C -1.27 6.25 0.04
H 0.61 8.11 -2.11
H -0.28 8.84 -0.77
H -1.15 8.05 -2.08
H 1.80 6.21 -1.33
H 3.03 4.39 -0.73
H 2.08 2.90 -0.60
H 2.68 3.66 0.85
H -2.91 3.75 1.06
H -3.21 5.44 1.52
H -2.23 4.37 2.55
H -2.18 6.85 0.07
*
```

LUMO   4.23 eV
Relative energy (zero: lowest compared OMol25 entry of this formula, charge and spin)   0.0 kJ/mol
Calculated total energy   -4333.53289 Eh



Record 5
Here is C4H6N2O in the gas phase from the Open Molecules 2025 dataset. Energies are from ωB97M-V/def2-TZVPD.

ORCA input file:
```
! RIJCOSX wB97M-V def2-TZVPD def2/J DEFGRID3
* xyz 0 1
C 0.40 1.70 -0.53
C -1.71 -0.41 0.46
C 0.43 0.40 -0.19
C 1.81 -0.15 0.10
N -0.73 -0.59 -0.31
N 2.17 -1.38 -0.35
O 2.63 0.48 0.76
H -0.47 2.08 -1.11
H 1.14 2.44 -0.27
H -2.71 -0.78 0.33
H -1.58 0.34 1.33
H 1.54 -2.07 -0.74
H 3.13 -1.75 -0.03
*
```

SMILES   C=NC(=C)C(N)=O
LUMO   0.72 eV
Relative energy (zero: lowest compared OMol25 entry of this formula, charge and spin)   214.9 kJ/mol
Calculated total energy   -340.71304 Eh



Record 6
Here is a 2-piece molecular cluster, C4H13NO2 overall from the Open Molecules 2025 dataset. Energies are from ωB97M-V/def2-TZVPD.

ORCA input file:
```
! RIJCOSX wB97M-V def2-TZVPD def2/J DEFGRID3
* xyz 0 1
C 0.49 -1.44 1.24
C -0.82 -1.93 1.84
N 1.48 -1.30 2.26
O 0.96 -2.32 0.22
H 0.40 -2.21 -0.55
H 0.32 -0.43 0.74
H 1.60 -2.16 2.77
H 2.38 -1.05 1.85
H -0.70 -2.94 2.24
H -1.60 -1.95 1.08
H -1.13 -1.28 2.65
C -0.65 1.52 -1.99
C -0.47 3.02 -1.92
O 0.04 0.81 -0.88
H 0.96 1.09 -1.01
H -1.69 1.24 -1.87
H -0.29 1.13 -2.95
H -1.07 3.51 -2.69
H -0.79 3.39 -0.95
H 0.57 3.30 -2.08
*
```

SMILES   C[C@@H](N)O.CCO
LUMO   0.78 eV
Relative energy (zero: lowest compared OMol25 entry of this formula, charge and spin)   62.9 kJ/mol
Calculated total energy   -365.41853 Eh



Record 7
Here is C19H16O2S in the gas phase from the Open Molecules 2025 dataset. Energies are from ωB97M-V/def2-TZVPD.

ORCA input file:
```
! RIJCOSX wB97M-V def2-TZVPD def2/J DEFGRID3
* xyz 0 1
C -4.34 -1.26 2.09
C -3.83 0.01 1.79
C -2.45 0.17 1.54
C -1.62 -0.95 1.54
S 0.15 -0.95 0.95
O 1.02 -0.26 1.89
O 0.35 -2.38 0.71
C -2.12 -2.19 1.94
C -3.48 -2.35 2.20
H -5.41 -1.38 2.25
H -4.49 0.88 1.76
H -2.02 1.15 1.33
H -1.48 -3.06 2.03
H -3.84 -3.34 2.47
C 0.73 -0.28 -0.82
C 0.06 1.05 -1.03
C -1.21 1.02 -1.64
C -2.05 2.13 -1.62
C -1.60 3.32 -1.02
C -0.29 3.40 -0.52
C 0.56 2.29 -0.61
C 2.24 -0.48 -0.89
C 2.74 -1.53 -1.68
C 4.10 -1.87 -1.68
C 5.01 -1.06 -0.98
C 4.54 0.07 -0.29
C 3.16 0.32 -0.22
H 0.23 -1.06 -1.40
H -1.54 0.08 -2.08
H -3.05 2.05 -2.04
H -2.29 4.15 -0.91
H 0.06 4.31 -0.03
H 1.60 2.39 -0.30
H 2.03 -2.13 -2.24
H 4.43 -2.77 -2.20
H 6.06 -1.34 -0.93
H 5.24 0.72 0.24
H 2.81 1.13 0.42
*
```

SMILES   O=S(=O)(c1ccccc1)C(c1ccccc1)c1ccccc1
LUMO   0.03 eV
Calculated total energy   -1282.23614 Eh



Record 8
Here is C33H35N3O8PTi as an isolated structure from the Open Molecules 2025 dataset. Energies are from ωB97M-V/def2-TZVPD.

ORCA input file:
```
! RIJCOSX wB97M-V def2-TZVPD def2/J DEFGRID3
* xyz 3 1
Ti 0.08 0.18 -0.25
C 3.62 -1.08 2.49
N 2.38 -1.86 2.58
C 2.49 -3.07 3.41
C 1.32 -1.54 1.89
O 1.31 -0.50 1.15
C 0.04 -2.36 1.92
O -1.03 -1.58 1.42
C -1.81 -0.89 2.38
C -1.80 0.59 2.06
O -0.97 1.00 1.18
N -2.61 1.41 2.66
C -3.58 0.97 3.68
C -2.65 2.84 2.33
H 3.84 -0.67 3.48
H 3.51 -0.29 1.76
H 4.43 -1.75 2.19
H 2.87 -2.78 4.39
H 3.19 -3.76 2.94
H 1.53 -3.56 3.53
H -0.19 -2.75 2.91
H 0.16 -3.21 1.24
H -1.42 -1.03 3.40
H -2.82 -1.28 2.36
H -3.24 0.07 4.18
H -4.55 0.81 3.22
H -3.66 1.77 4.42
H -1.96 3.06 1.52
H -2.37 3.41 3.22
H -3.67 3.10 2.05
O -1.06 1.36 -1.40
C -1.63 1.09 -2.48
C -1.71 -0.21 -3.05
C -2.36 -0.37 -4.29
C -2.46 -1.63 -4.81
C -1.96 -2.75 -4.15
C -1.32 -2.61 -2.93
C -1.20 -1.34 -2.38
O -0.59 -1.19 -1.18
N -3.13 -1.80 -6.12
O -3.23 -2.94 -6.53
O -3.51 -0.79 -6.67
H -2.09 1.93 -3.01
H -2.78 0.48 -4.83
H -2.08 -3.72 -4.62
H -0.93 -3.47 -2.41
O 1.52 0.49 -1.37
P 2.45 1.76 -1.61
C 2.25 2.23 -3.31
C 1.87 1.27 -4.25
C 1.82 1.61 -5.59
C 2.17 2.89 -6.00
C 2.56 3.84 -5.07
C 2.61 3.52 -3.72
C 1.90 3.05 -0.51
C 0.90 3.95 -0.89
C 0.45 4.91 0.00
C 0.98 4.97 1.28
C 1.96 4.07 1.68
C 2.43 3.11 0.79
C 4.10 1.25 -1.21
C 5.09 2.24 -1.11
C 6.41 1.86 -0.90
C 6.73 0.51 -0.80
C 5.75 -0.46 -0.91
C 4.43 -0.10 -1.12
H 1.61 0.27 -3.93
H 1.53 0.87 -6.32
H 2.14 3.15 -7.05
H 2.84 4.84 -5.39
H 2.92 4.27 -3.00
H 0.49 3.92 -1.90
H -0.30 5.62 -0.31
H 0.64 5.73 1.97
H 2.39 4.13 2.67
H 3.22 2.44 1.08
H 4.84 3.29 -1.19
H 7.18 2.61 -0.82
H 7.76 0.22 -0.65
H 6.02 -1.51 -0.85
H 3.67 -0.86 -1.22
*
```

LUMO   -9.63 eV
Relative energy (zero: lowest compared OMol25 entry of this formula, charge and spin)   46.2 kJ/mol
Calculated total energy   -3234.74096 Eh



Record 9
Here is HINS as an isolated structure from the Open Molecules 2025 dataset. Energies are from ωB97M-V/def2-TZVPD.

ORCA input file:
```
! RIJCOSX wB97M-V def2-TZVPD def2/J DEFGRID3
* xyz -1 1
S -0.85 -0.78 -0.50
N -0.45 0.93 -0.49
I 1.22 1.26 0.70
H 0.08 -1.40 0.29
*
```

LUMO   3.48 eV
Calculated total energy   -751.19976 Eh



Record 10
Here is C30H40Cl2MoN5OP3 as an isolated structure from the Open Molecules 2025 dataset. Energies are from ωB97M-V/def2-TZVPD.

ORCA input file:
```
! RIJCOSX wB97M-V def2-TZVPD def2/J DEFGRID3
* xyz 2 3
P -3.72 0.54 0.60
C -3.32 2.19 1.15
C -4.22 2.89 0.31
H -4.53 2.42 -0.63
C -4.88 4.02 0.77
H -5.71 4.42 0.18
C -4.49 4.59 1.98
H -5.00 5.47 2.34
C -3.42 4.06 2.71
H -3.09 4.56 3.63
C -2.80 2.86 2.30
H -1.93 2.47 2.85
C -2.82 0.22 -0.94
C -2.24 1.11 -1.87
H -1.80 2.06 -1.55
C -2.24 0.77 -3.24
H -1.87 1.48 -3.98
C -2.79 -0.45 -3.66
H -2.88 -0.67 -4.72
C -3.23 -1.39 -2.73
H -3.69 -2.33 -3.04
C -3.14 -1.09 -1.38
H -3.49 -1.82 -0.64
C -3.05 -0.62 1.94
C -4.35 -0.81 2.43
H -5.16 -0.17 2.03
C -4.70 -1.85 3.28
H -5.75 -1.98 3.55
C -3.68 -2.68 3.75
H -3.94 -3.48 4.43
C -2.35 -2.47 3.38
H -1.56 -3.12 3.78
C -2.00 -1.44 2.47
H -0.93 -1.26 2.25
Mo 2.94 1.12 0.49
C 3.04 -0.78 -0.58
C 1.98 -1.39 -1.16
H 4.06 -1.20 -0.67
C 0.59 -0.87 -0.73
O -0.05 -2.00 -0.03
H -0.96 -1.84 0.28
C 1.03 0.24 0.11
H -0.08 -0.59 -1.57
C 1.22 1.12 1.11
Cl 5.17 0.97 0.63
Cl 3.00 2.97 2.05
P 2.65 2.81 -1.24
C 3.96 4.04 -1.01
H 4.93 3.53 -1.15
H 3.90 4.41 0.02
H 3.83 4.85 -1.73
C 2.96 2.02 -2.84
H 2.15 1.32 -3.07
H 3.91 1.47 -2.77
H 3.02 2.79 -3.62
C 1.11 3.77 -1.42
H 0.77 4.11 -0.44
H 0.32 3.16 -1.89
H 1.30 4.65 -2.06
P 2.09 -2.79 -2.30
C 3.75 -2.86 -2.96
C 0.92 -2.55 -3.64
H 4.48 -2.96 -2.14
H 3.97 -1.94 -3.53
H 3.85 -3.72 -3.63
H -0.11 -2.53 -3.26
H 1.01 -3.37 -4.37
H 1.14 -1.60 -4.15
C 1.67 -4.31 -1.43
H 2.39 -4.47 -0.61
H 1.72 -5.17 -2.12
H 0.66 -4.21 -1.01
H 0.46 1.60 1.66
N 4.49 -3.35 3.92
N 3.65 -2.28 3.65
N 2.52 -2.07 4.36
C 1.97 -1.06 3.64
N 2.71 -0.73 2.57
N 3.76 -1.54 2.53
H 5.40 -3.15 3.54
H 4.50 -3.55 4.91
H 1.04 -0.60 3.94
*
```

LUMO (alpha / beta)   -5.21 / -8.76 eV
<S²>   2.028
Relative energy (zero: lowest compared OMol25 entry of this formula, charge and spin)   0.0 kJ/mol
Calculated total energy   -3528.06256 Eh



Record 11
Here is C5H7NO as an isolated structure from the Open Molecules 2025 dataset. Energies are from ωB97M-V/def2-TZVPD.

ORCA input file:
```
! RIJCOSX wB97M-V def2-TZVPD def2/J DEFGRID3
* xyz 0 1
C -1.10 -0.79 0.92
C -1.13 0.59 0.36
C 1.08 0.77 -0.45
C 1.90 -0.22 0.31
O 1.81 -1.41 0.13
C -1.78 0.72 -0.90
N -2.37 0.92 -1.88
H -2.16 -1.03 1.11
H -0.57 -0.84 1.88
H -0.71 -1.58 0.25
H 0.13 1.12 0.26
H 0.75 0.38 -1.41
H 1.54 1.76 -0.55
H 2.57 0.19 1.08
*
```

LUMO (alpha / beta)   -1.46 / -1.46 eV
Relative energy (zero: lowest compared OMol25 entry of this formula, charge and spin)   465.6 kJ/mol
Calculated total energy   -324.54713 Eh



Record 12
Here is C4H10O2 as an isolated structure from the Open Molecules 2025 dataset. Energies are from ωB97M-V/def2-TZVPD.

ORCA input file:
```
! RIJCOSX wB97M-V def2-TZVPD def2/J DEFGRID3
* xyz 0 1
C -1.67 0.74 1.26
O -1.02 0.05 0.23
C -0.05 0.83 -0.46
C 0.77 -0.11 -1.35
C 1.80 -1.01 -0.71
O 0.85 -1.78 0.70
H -2.21 1.61 0.87
H -2.39 0.05 1.72
H -0.96 1.08 2.03
H 0.61 1.34 0.26
H -0.57 1.60 -1.05
H 0.07 -0.66 -1.98
H 1.38 0.49 -2.04
H 1.02 -2.44 -0.01
H 2.43 -0.41 -0.05
H -0.05 -1.39 0.59
*
```

LUMO   0.82 eV
Relative energy (zero: lowest compared OMol25 entry of this formula, charge and spin)   449.1 kJ/mol
Calculated total energy   -308.72710 Eh